(1)
{"formula": "H3OPS2", "method": "ωB97M-V/def2-TZVPD", "de_lowest_kj_mol": 91.03, "e_homo_ha": -0.3430, "total_energy_ev": -33055.7761, "lumo_ev": 0.26, "symbols": ["O", "P", "S", "S", "H", "H", "H"], "positions_angstrom": [[0.352, -0.818, -1.261], [-0.058, 0.161, -0.032], [-1.675, 1.102, -0.391], [0.165, -1.013, 1.683], [-0.050, -0.693, -2.202], [1.334, 1.119, -0.033], [-0.068, 0.140, 2.236]], "forces_ev_per_angstrom": [[-0.487, -0.263, -1.480], [2.766, 1.530, -2.172], [-0.209, 0.194, 0.446], [0.146, -0.763, -1.079], [0.705, 0.103, 2.907], [-2.677, -1.762, 0.284], [-0.245, 0.960, 1.095]]}

(2)
{"formula": "H3PS2", "method": "ωB97M-V/def2-TZVPD", "de_lowest_kj_mol": 171.56, "e_homo_ha": -0.3363, "total_energy_ev": -31006.2981, "lumo_ev": -1.71, "symbols": ["P", "S", "S", "H", "H", "H"], "positions_angstrom": [[0.615, -0.446, -0.188], [2.449, 0.043, -0.395], [-1.673, 1.209, -0.270], [-0.011, -1.063, -1.239], [0.235, -0.897, 1.078], [-1.615, 1.155, 1.013]], "forces_ev_per_angstrom": [[-1.278, 2.323, 0.123], [-0.370, 0.028, 0.027], [2.159, -1.316, -1.498], [-0.238, -0.740, -0.165], [-0.220, -0.343, -0.215], [-0.053, 0.047, 1.728]]}

(3)
{"formula": "H3PS2", "method": "ωB97M-V/def2-TZVPD", "de_lowest_kj_mol": 179.96, "e_homo_ha": [-0.2192, -0.3390], "total_energy_ev": -31003.8451, "multiplicity": 3, "lumo_ev": [0.70, -3.27], "symbols": ["P", "S", "S", "H", "H", "H"], "positions_angstrom": [[1.108, 0.244, -0.530], [-2.155, 0.327, -0.068], [-0.323, 0.086, 1.028], [1.862, -0.894, -0.376], [2.105, 1.185, 0.108], [-2.597, -0.948, -0.162]], "forces_ev_per_angstrom": [[0.362, 2.675, 0.105], [-3.108, 0.324, -2.749], [3.594, -1.225, 2.079], [0.361, -0.809, 0.583], [-0.986, -1.183, -0.637], [-0.222, 0.217, 0.619]]}

(4)
{"formula": "H3PS4", "method": "ωB97M-V/def2-TZVPD", "de_lowest_kj_mol": 93.29, "e_homo_ha": -0.3493, "total_energy_ev": -52678.6388, "lumo_ev": -1.48, "symbols": ["P", "S", "S", "S", "S", "H", "H", "H"], "positions_angstrom": [[2.065, 0.103, -0.121], [1.028, 1.734, -0.203], [-2.469, 0.535, 1.095], [3.769, -0.085, 1.293], [1.651, -1.600, -1.094], [-2.969, -0.388, 1.915], [3.854, -1.436, 1.474], [-3.283, 1.511, 1.621]], "forces_ev_per_angstrom": [[-0.502, -2.016, -0.405], [1.300, -1.013, 0.339], [-0.460, 0.743, 0.228], [-1.097, 0.377, -0.690], [0.732, 2.159, 1.310], [-0.068, -0.129, 0.108], [-0.433, 0.504, -0.554], [0.529, -0.625, -0.337]]}